Entry 1:
# C52H78F3O38

A cluster of 13 separate species, C52H78F3O38 in total (the ωB97M-V functional and the def2-TZVPD basis, the OMol25 dataset).

## Properties
E: -141151.1302 eV
Total charge: -1
Frontier orbital gap: 7.4 eV
Energy above the lowest of the compared OMol25 structures with the same formula, charge and spin: 34.2 kcal per mole

```
171
Properties=species:S:1:pos:R:3:forces:R:3:mulliken_charge:R:1
C -1.355 -0.784 -0.170 -1.9 -1.6 1.4 0.611
O -0.055 -1.030 0.392 0.5 1.5 -0.4 0.263
O -2.273 -0.616 0.784 0.6 1.0 -0.4 0.300
C -1.330 0.406 -1.186 1.0 0.2 0.9 -0.224
F -0.405 0.226 -2.180 -0.7 0.4 -0.1 0.420
F -2.519 0.674 -1.778 0.4 -0.3 0.0 -0.037
F -0.950 1.568 -0.572 -0.3 -0.4 -0.3 0.063
C 0.947 -1.576 -0.448 0.6 -1.3 0.8 0.671
C 2.325 -1.163 0.043 -0.7 1.6 -0.4 -0.037
H 3.078 -1.609 -0.601 0.1 -0.4 0.7 0.601
H 2.453 -0.078 -0.091 -0.2 -0.1 -0.3 -0.405
H 2.436 -1.234 1.124 0.2 -0.9 -0.1 -0.728
H 0.889 -1.403 -1.522 -0.3 0.6 0.5 -1.725
H 0.884 -2.669 -0.364 0.0 -0.1 0.0 0.482
H -1.591 -1.754 -0.651 0.2 0.3 -1.3 -1.009
C -5.700 -0.313 -1.121 1.4 -0.4 0.2 -1.542
C -5.446 0.264 0.266 -0.2 -2.0 -0.8 1.900
C -4.914 1.660 0.285 -0.2 0.2 0.0 1.470
O -5.698 2.256 1.333 -0.2 0.7 -0.2 -0.416
C -6.780 1.476 1.635 1.1 -0.7 0.5 0.504
O -7.567 1.661 2.501 -0.2 0.6 -0.4 -0.531
O -6.706 0.341 0.907 -0.8 0.4 0.3 -0.555
H -5.956 -1.373 -1.078 -0.5 0.1 0.2 0.290
H -4.719 -0.356 -1.610 -0.2 0.4 -0.3 0.086
H -6.424 0.264 -1.692 0.0 0.0 0.0 0.385
H -4.843 -0.440 0.845 0.3 0.2 -0.1 -0.999
H -5.072 2.083 -0.715 -0.3 0.6 0.3 -0.078
H -3.855 1.753 0.512 0.0 -0.3 0.2 -0.711
C 0.449 -3.380 3.019 -0.1 -0.2 0.8 -1.039
C 1.271 -2.257 3.594 0.7 0.6 -0.8 1.364
C 0.726 -0.831 3.452 -0.3 -0.2 0.3 1.674
O 0.918 -0.252 4.742 0.5 0.1 0.6 -0.632
C 1.443 -1.159 5.593 -0.4 0.2 -0.5 0.495
O 1.806 -0.937 6.701 0.0 0.1 0.3 -0.598
O 1.479 -2.364 4.999 0.1 -0.8 0.4 -0.469
H 0.987 -4.317 3.169 0.0 0.0 -0.1 0.512
H 0.250 -3.250 1.957 0.1 0.2 0.0 -0.027
H -0.492 -3.453 3.569 -0.1 0.0 -0.1 0.359
H 2.270 -2.298 3.143 -0.1 -0.1 0.0 -0.378
H -0.347 -0.830 3.269 0.1 0.2 -0.5 -0.958
H 1.310 -0.241 2.751 -0.4 0.0 -0.3 -0.401
C 2.543 3.386 0.576 0.6 0.0 -0.6 0.129
C 2.708 3.602 2.066 -1.5 -1.6 -0.3 1.251
C 4.073 3.992 2.598 -0.7 1.4 -0.6 -0.086
O 3.788 5.207 3.293 0.5 -0.2 0.5 -0.412
C 2.489 5.571 3.160 0.3 0.4 0.0 0.443
O 2.074 6.609 3.552 -0.3 -0.1 0.1 -0.553
O 1.805 4.630 2.494 0.3 0.2 0.0 -0.268
H 2.879 4.242 -0.011 -0.1 0.2 0.2 0.640
H 1.521 3.137 0.285 -0.1 0.3 0.3 -0.392
H 3.134 2.541 0.209 0.0 0.1 0.4 -0.427
H 2.349 2.696 2.564 0.1 0.0 0.1 -0.468
H 4.696 4.302 1.755 0.4 -0.5 0.2 0.165
H 4.493 3.250 3.271 0.2 0.1 -0.1 0.253
C -1.378 4.277 1.190 -0.2 0.4 -1.2 -1.555
C -1.807 3.263 2.228 1.2 0.7 -0.2 1.298
C -0.708 2.217 2.440 -1.0 -0.7 -0.4 1.232
O -0.418 2.275 3.833 -0.1 -0.6 0.2 -0.456
C -1.266 3.125 4.452 0.7 1.8 -1.0 0.519
O -1.297 3.380 5.606 -0.1 -0.6 0.5 -0.606
O -1.922 3.866 3.513 -0.5 -0.5 0.4 -0.525
H -1.304 3.793 0.210 -0.3 -0.2 0.1 -0.049
H -0.383 4.714 1.284 0.0 -0.2 0.8 0.044
H -2.057 5.120 1.050 -0.2 -0.2 0.2 0.548
H -2.752 2.785 1.976 -0.1 0.2 -0.1 -0.258
H 0.174 2.393 1.830 0.1 0.1 0.3 0.017
H -1.138 1.250 2.158 0.5 -0.3 0.2 -0.494
C 2.099 2.897 -3.277 0.0 0.5 0.5 -1.151
C 1.518 4.312 -3.326 0.0 -1.6 0.2 0.396
C 0.016 4.314 -3.023 -0.3 0.2 0.0 0.714
O -0.128 5.330 -2.011 0.0 -0.4 -0.7 -0.379
C 1.097 5.789 -1.687 -0.3 0.7 0.1 0.616
O 1.278 6.772 -1.048 0.2 -0.2 0.4 -0.582
O 2.065 5.016 -2.223 0.1 0.6 -0.2 -0.346
H 1.688 2.273 -4.069 0.2 -0.1 0.0 0.399
H 1.845 2.493 -2.294 -0.3 -0.2 -0.1 0.028
H 3.189 2.907 -3.262 0.0 0.1 -0.5 0.468
H 1.736 4.831 -4.262 0.1 0.1 0.1 0.302
H -0.371 3.365 -2.649 0.3 0.0 0.3 -0.801
H -0.584 4.569 -3.897 0.0 0.3 0.1 0.404
C 3.119 -0.453 -4.367 -0.1 -0.4 0.1 -1.313
C 2.363 -1.759 -4.145 0.4 0.8 0.4 0.991
C 0.832 -1.584 -4.126 1.7 0.6 0.9 1.019
O 0.402 -2.657 -4.924 -0.3 -0.2 -0.1 -0.296
C 1.419 -3.352 -5.438 1.3 0.1 -0.1 0.362
O 1.312 -4.379 -6.023 0.0 0.2 -0.2 -0.580
O 2.590 -2.693 -5.191 -0.4 -0.7 -0.3 -0.488
H 4.201 -0.568 -4.400 0.0 -0.3 0.1 0.440
H 2.897 0.174 -3.504 0.0 0.2 -0.2 0.020
H 2.830 0.016 -5.310 -0.3 0.1 0.1 0.352
H 2.670 -2.211 -3.197 0.2 -0.1 -0.1 0.088
H 0.583 -0.580 -4.478 -0.5 -0.3 -0.6 0.041
H 0.493 -1.667 -3.093 -0.4 -0.3 -0.7 -0.201
C -4.235 -4.100 -0.390 0.8 0.2 -0.7 -1.346
C -3.172 -4.461 0.634 0.1 0.6 0.2 0.959
C -3.218 -3.483 1.827 -0.4 -0.2 -0.9 1.564
O -3.854 -4.263 2.826 -0.2 0.4 1.0 -0.433
C -3.914 -5.556 2.503 0.5 0.1 -0.6 0.452
O -4.296 -6.425 3.212 -0.2 -0.2 0.1 -0.580
O -3.444 -5.722 1.237 -0.1 -0.5 0.1 -0.468
H -4.441 -4.878 -1.127 -0.2 -0.4 0.4 0.491
H -3.836 -3.296 -1.018 0.0 0.3 0.4 -0.045
H -5.127 -3.725 0.110 -0.2 -0.3 -0.1 0.412
H -2.149 -4.459 0.257 -0.2 -0.3 -0.4 0.236
H -3.857 -2.640 1.572 0.2 0.2 0.3 -0.288
H -2.238 -3.135 2.132 0.0 0.0 0.2 -1.296
C 8.280 1.543 0.633 -0.2 -0.7 -0.2 -1.792
C 6.989 0.756 0.775 0.0 0.1 0.1 0.677
C 5.768 1.573 1.178 0.4 0.4 0.8 -0.242
O 4.741 1.158 0.305 -0.3 0.0 -0.1 0.202
C 5.228 0.361 -0.657 0.7 -0.1 -0.3 -0.082
O 4.607 -0.123 -1.544 0.2 0.3 0.0 -0.395
O 6.572 0.208 -0.484 0.0 -0.2 0.0 -0.418
H 8.183 2.342 -0.100 0.0 0.1 0.1 0.403
H 9.041 0.840 0.291 0.1 0.2 0.0 0.428
H 8.598 1.921 1.604 -0.1 0.2 0.0 0.379
H 7.163 -0.067 1.472 -0.1 -0.1 0.0 0.227
H 6.004 2.639 1.103 -0.4 0.0 -0.4 0.161
H 5.421 1.418 2.201 0.2 -0.3 0.0 0.313
C -2.218 -2.038 -4.710 -1.5 0.8 0.4 -1.161
C -2.484 -3.019 -3.562 -0.5 -0.2 -2.5 1.351
C -2.855 -4.436 -4.058 0.5 -0.7 0.2 -0.613
O -1.738 -5.224 -3.604 -0.2 -0.3 -0.3 -0.431
C -0.875 -4.472 -2.902 0.0 -0.8 0.4 0.286
O 0.055 -4.896 -2.287 0.1 0.2 -0.4 -0.592
O -1.230 -3.189 -2.946 -0.5 0.4 1.5 0.276
H -3.110 -1.940 -5.335 0.1 -0.3 -0.2 0.621
H -1.313 -2.263 -5.266 -0.9 -0.2 0.0 0.338
H -2.129 -1.028 -4.302 0.3 0.0 0.2 -0.194
H -3.332 -2.738 -2.938 0.7 0.7 0.6 -0.505
H -2.995 -4.561 -5.133 0.5 0.3 -0.1 0.307
H -3.747 -4.887 -3.620 0.0 0.4 0.3 0.329
C -4.026 1.303 -4.863 -0.1 0.2 0.7 -1.452
C -4.379 2.510 -3.997 0.3 -0.7 -0.8 1.273
C -3.154 3.268 -3.527 0.3 0.1 0.1 0.398
O -3.416 4.597 -3.949 0.5 0.6 0.4 -0.443
C -4.532 4.673 -4.687 -0.4 -0.1 -0.2 0.426
O -4.964 5.661 -5.183 0.1 0.1 0.0 -0.566
O -5.105 3.454 -4.797 0.1 0.1 0.3 -0.442
H -3.479 0.603 -4.230 -0.4 -0.3 0.0 0.083
H -3.327 1.518 -5.673 -0.2 0.5 -0.1 0.381
H -4.954 0.904 -5.265 0.2 -0.4 0.0 0.478
H -5.001 2.242 -3.142 -0.1 -0.2 -0.1 0.070
H -2.217 2.941 -3.984 -0.2 -0.2 -0.2 -0.082
H -2.995 3.215 -2.449 -0.2 0.3 0.0 -0.127
C -2.652 -1.538 4.665 0.1 -1.0 -0.4 -0.802
C -3.007 -0.085 4.806 2.1 0.2 -1.0 1.253
C -3.808 0.514 3.656 -0.9 0.7 0.9 0.945
O -4.643 1.464 4.390 -0.1 -0.9 -0.5 -0.465
C -4.736 1.030 5.669 -0.8 1.1 0.3 0.449
O -5.580 1.380 6.436 0.2 -0.1 -0.1 -0.608
O -3.727 0.217 5.980 -0.1 -0.7 0.0 -0.459
H -3.527 -2.192 4.663 -0.1 0.1 0.1 0.421
H -1.922 -1.962 5.359 -0.3 0.5 0.6 0.417
H -2.139 -1.734 3.720 -0.3 0.5 -0.3 -0.476
H -2.079 0.501 4.780 0.1 -0.1 0.7 -0.090
H -4.425 -0.219 3.130 -0.1 0.1 0.0 -0.034
H -3.223 1.121 2.976 0.1 -0.4 -0.2 -0.506
C 7.510 -4.895 1.876 0.3 -1.4 -0.3 -1.496
C 6.524 -3.760 1.971 0.2 -0.3 0.0 0.544
C 6.417 -2.895 0.727 0.0 0.4 -0.5 -0.055
O 5.015 -2.774 0.515 -0.2 0.3 0.1 0.004
C 4.355 -3.707 1.243 0.7 -0.3 -0.6 0.459
O 3.208 -3.958 1.126 -0.6 0.0 0.3 -0.387
O 5.226 -4.368 2.031 -0.3 0.0 0.2 -0.412
H 7.332 -5.459 0.954 -0.2 0.3 -0.1 0.373
H 7.327 -5.650 2.643 0.0 0.3 0.3 0.349
H 8.588 -4.729 1.853 -0.1 0.8 0.3 0.363
H 6.606 -3.159 2.880 0.3 0.0 -0.1 0.317
H 6.856 -3.305 -0.185 0.1 -0.4 0.2 0.265
H 6.831 -1.898 0.826 0.0 0.0 0.2 -0.341
```
Positions in Å, forces in eV/Å.

Entry 2:
# C52H78O39

A cluster of 13 separate species, C52H78O39 in total (the ωB97M-V functional and the def2-TZVPD basis, the OMol25 dataset).

## Properties
E: -135039.1272 eV
Total charge: 0
Frontier orbital gap: 9.8 eV
Energy above the lowest of the compared OMol25 structures with the same formula, charge and spin: 186.7 kcal per mole

```
169
Properties=species:S:1:pos:R:3:forces:R:3:mulliken_charge:R:1
C 0.181 -4.002 -3.954 -0.4 1.1 0.7 -1.418
C -1.276 -4.085 -4.381 1.3 -0.2 -1.1 0.442
C -1.397 -3.595 -5.870 -0.7 0.0 1.3 -0.483
O -2.108 -4.670 -6.510 0.3 0.8 -0.2 -0.316
C -2.111 -5.744 -5.732 -1.2 -3.3 0.9 0.635
O -2.541 -6.851 -6.064 1.4 3.3 1.0 -0.576
O -1.634 -5.438 -4.451 -0.9 -1.7 -2.0 -0.329
H 0.838 -4.581 -4.604 -0.2 -0.1 0.1 0.345
H 0.332 -4.250 -2.903 0.0 -0.4 -0.1 0.378
H 0.452 -2.949 -4.020 0.3 0.2 -0.2 0.373
H -2.016 -3.654 -3.707 0.3 0.6 0.0 0.332
H -0.457 -3.434 -6.397 0.1 -0.1 0.2 0.282
H -1.971 -2.670 -5.820 -0.2 -0.1 -0.7 0.335
C -7.773 2.182 0.543 -0.6 1.1 1.4 -1.320
C -8.287 2.187 2.019 -0.6 -2.5 -0.4 0.293
C -7.262 1.618 3.008 -0.8 -0.7 -1.6 -0.347
O -7.046 2.659 3.893 0.0 1.0 1.0 -0.274
C -7.962 3.649 3.652 2.3 3.4 1.8 0.644
O -7.975 4.735 4.199 0.0 -2.1 0.0 -0.564
O -8.686 3.397 2.619 -1.0 0.1 -2.3 -0.343
H -8.563 2.607 -0.077 0.3 0.0 -0.3 0.341
H -7.469 1.202 0.173 -0.4 -0.2 0.4 0.375
H -6.865 2.784 0.532 -0.1 0.3 -0.3 0.331
H -9.172 1.578 2.203 -0.1 -0.3 -1.1 0.299
H -6.406 1.336 2.395 0.5 0.0 0.8 0.278
H -7.742 0.757 3.472 0.6 -0.1 0.4 0.286
C -0.296 9.245 0.666 -0.4 -0.1 0.4 -1.368
C -0.604 8.109 1.690 1.5 2.6 0.0 0.473
C -1.656 8.361 2.755 0.7 1.6 0.1 -0.408
O -2.369 7.195 2.702 -2.4 -1.6 0.9 -0.295
C -2.067 6.473 1.628 -3.4 -5.0 0.0 0.699
O -2.604 5.398 1.303 1.3 3.2 1.2 -0.632
O -1.110 7.008 0.987 2.5 0.7 -2.1 -0.304
H -1.210 9.600 0.190 -0.3 -0.4 -0.1 0.360
H 0.381 8.918 -0.123 0.0 -0.2 0.2 0.324
H 0.108 10.173 1.071 0.3 -0.3 0.6 0.383
H 0.266 7.856 2.297 0.6 -0.5 -0.8 0.232
H -2.256 9.250 2.560 -0.4 -0.1 -0.1 0.257
H -1.252 8.452 3.763 0.2 0.1 -0.1 0.278
C -2.115 1.883 6.600 -0.8 -0.3 -0.5 -1.432
C -2.568 2.607 7.840 1.5 -0.1 -0.4 0.461
C -3.559 3.763 7.661 0.5 -1.1 0.2 -0.229
O -4.684 3.256 8.315 -1.8 -0.5 1.3 -0.370
C -4.478 2.055 8.965 -2.1 0.1 0.0 0.671
O -5.348 1.466 9.590 2.6 1.4 -1.4 -0.544
O -3.229 1.668 8.688 0.1 -0.5 0.7 -0.344
H -1.846 2.580 5.805 0.2 0.0 0.1 0.380
H -2.961 1.300 6.235 0.0 -0.2 -0.2 0.333
H -1.291 1.209 6.835 0.0 0.1 -0.2 0.344
H -1.625 2.891 8.308 -0.3 0.4 0.6 0.226
H -3.833 3.896 6.615 0.2 0.4 0.0 0.255
H -3.211 4.654 8.184 -0.1 0.2 -0.4 0.251
C -1.097 -8.694 2.962 -0.6 0.0 -0.4 -1.362
C -2.395 -8.498 2.121 0.9 0.5 1.7 0.490
C -2.314 -7.958 0.722 0.6 0.5 -0.4 -0.312
O -3.043 -8.909 -0.003 0.0 -0.4 -1.9 -0.311
C -3.296 -9.997 0.726 -2.9 -2.1 -2.4 0.692
O -3.899 -10.983 0.320 1.6 1.8 0.6 -0.605
O -2.979 -9.776 1.952 0.6 -0.5 2.6 -0.335
H -0.593 -7.760 3.213 -0.2 0.1 -0.1 0.361
H -0.363 -9.347 2.490 -0.1 0.1 -0.5 0.352
H -1.347 -9.232 3.877 -0.2 0.3 0.1 0.357
H -3.114 -7.855 2.628 0.0 -0.3 0.6 0.207
H -1.283 -7.881 0.376 0.0 -0.1 -0.3 0.221
H -2.822 -7.005 0.573 0.2 0.1 0.2 0.245
C 6.313 -5.002 4.080 -0.6 -0.7 -0.6 -1.332
C 4.813 -5.152 3.686 2.0 0.6 1.5 0.552
C 4.245 -3.871 3.083 -0.4 -0.7 0.6 -0.434
O 3.683 -4.366 1.913 -0.5 -0.3 -2.5 -0.301
C 3.891 -5.703 1.758 -4.8 -1.8 -4.1 0.689
O 3.302 -6.441 0.934 2.1 3.1 1.9 -0.633
O 4.586 -6.191 2.701 2.3 0.1 3.3 -0.347
H 6.811 -5.968 4.160 -0.2 -0.1 0.2 0.348
H 6.402 -4.483 5.035 0.0 0.1 -0.1 0.368
H 6.868 -4.475 3.304 -0.1 0.2 0.0 0.317
H 4.235 -5.308 4.598 0.0 -0.9 -0.2 0.211
H 4.968 -3.076 2.904 0.0 -0.1 -0.1 0.277
H 3.397 -3.544 3.685 0.3 0.5 0.1 0.282
C 4.979 4.131 -4.324 0.2 1.1 0.0 -1.336
C 4.983 5.675 -4.301 -0.4 -1.4 -0.2 0.405
C 3.600 6.245 -4.392 -0.9 0.8 -0.7 -0.409
O 3.477 7.117 -3.273 -0.9 0.5 -0.6 -0.352
C 4.573 7.055 -2.542 -0.6 1.7 3.5 0.719
O 4.709 7.680 -1.491 0.2 -1.4 -2.4 -0.599
O 5.390 6.158 -3.035 2.4 -0.6 0.2 -0.335
H 4.532 3.788 -5.257 -0.1 0.0 0.0 0.364
H 4.354 3.833 -3.483 0.1 -0.3 0.0 0.351
H 5.987 3.722 -4.256 -0.1 0.0 0.2 0.341
H 5.563 6.112 -5.114 0.6 -0.1 0.3 0.280
H 2.770 5.541 -4.341 0.2 -0.1 -0.2 0.283
H 3.599 6.863 -5.290 -0.8 -0.1 -0.1 0.287
C 9.004 6.334 3.225 -0.3 0.3 -0.8 -1.434
C 8.272 5.889 1.938 0.4 0.1 0.2 0.463
C 9.106 5.421 0.729 1.3 1.4 0.6 -0.397
O 8.624 4.113 0.371 0.8 1.5 -1.0 -0.289
C 7.610 3.843 1.151 -2.5 -3.5 2.0 0.686
O 6.883 2.841 1.082 2.1 3.1 -0.1 -0.610
O 7.577 4.707 2.203 -1.6 -1.4 0.1 -0.354
H 9.421 7.329 3.076 0.1 0.0 -0.1 0.390
H 9.811 5.674 3.546 -0.2 -0.2 -0.1 0.367
H 8.262 6.448 4.015 0.0 -0.2 0.0 0.349
H 7.530 6.643 1.676 0.1 0.2 -0.2 0.248
H 10.140 5.420 1.074 0.2 -0.8 -0.2 0.292
H 9.107 6.150 -0.081 -0.5 -0.5 -0.3 0.291
C -6.808 -1.136 -9.997 -0.4 1.0 0.9 -1.310
C -7.064 -0.385 -8.676 0.8 -0.4 -0.2 0.369
C -8.324 -0.695 -7.880 0.4 -0.4 -0.3 -0.348
O -7.802 -0.798 -6.575 -1.5 0.0 2.2 -0.361
C -6.481 -0.806 -6.483 1.6 -0.1 0.5 0.681
O -5.807 -0.884 -5.472 -1.6 0.1 -2.0 -0.569
O -5.999 -0.724 -7.742 0.4 0.2 -0.2 -0.293
H -7.728 -1.047 -10.574 0.1 -0.1 -0.3 0.382
H -6.553 -2.183 -9.832 -0.1 0.1 0.1 0.333
H -5.993 -0.601 -10.486 -0.1 -0.3 -0.3 0.322
H -6.987 0.694 -8.815 0.0 0.0 -0.2 0.238
H -8.793 -1.645 -8.137 0.1 -0.1 -0.1 0.285
H -9.084 0.086 -7.907 0.2 0.0 0.0 0.270
C -1.617 2.543 -9.983 -0.3 0.4 -0.7 -1.490
C -0.578 1.585 -9.361 -1.8 1.9 -2.4 0.537
C 0.666 2.383 -9.040 0.7 -0.8 0.2 -0.430
O 0.769 2.220 -7.645 0.0 0.4 1.1 -0.339
C -0.309 1.577 -7.144 0.8 -0.9 2.0 0.659
O -0.428 1.318 -5.966 -0.3 0.6 -2.0 -0.557
O -1.099 1.171 -8.148 -0.3 -0.7 1.6 -0.313
H -1.730 3.499 -9.472 0.3 -0.2 0.7 0.374
H -2.637 2.168 -10.068 0.2 -0.5 0.1 0.298
H -1.338 2.884 -10.980 0.3 -0.4 -0.3 0.414
H -0.432 0.747 -10.041 0.2 -0.2 0.3 0.280
H 0.557 3.445 -9.259 0.3 -0.1 -0.3 0.273
H 1.555 1.900 -9.444 0.1 0.6 -0.4 0.295
C -0.664 -4.592 8.460 -0.4 0.0 -0.5 -1.441
C -1.042 -4.376 9.937 0.2 0.4 -0.9 0.560
C -1.837 -3.085 10.197 0.6 -0.4 -1.4 -0.411
O -2.986 -3.526 10.875 -0.6 0.5 0.9 -0.313
C -3.059 -4.878 10.913 -2.9 -0.5 1.5 0.673
O -4.005 -5.515 11.376 2.6 1.7 -1.3 -0.574
O -1.974 -5.384 10.385 1.8 -1.1 -0.7 -0.347
H 0.030 -3.888 8.003 0.2 0.5 0.8 0.386
H -1.533 -4.461 7.815 -0.3 -0.3 0.2 0.356
H -0.199 -5.549 8.222 -0.3 -0.3 0.5 0.332
H -0.122 -4.352 10.521 -0.2 -0.6 0.4 0.224
H -2.140 -2.660 9.241 -0.2 0.2 0.0 0.260
H -1.198 -2.351 10.688 -0.6 0.0 0.6 0.296
C 8.404 -2.153 -1.212 -0.7 -0.1 0.2 -1.238
C 7.102 -2.829 -1.668 -0.4 1.3 2.2 0.615
C 6.490 -2.407 -2.944 0.5 1.4 -1.3 -0.512
O 6.020 -3.618 -3.470 -1.5 0.9 -1.4 -0.301
C 6.562 -4.621 -2.851 0.9 -6.7 -1.7 0.652
O 6.528 -5.815 -3.303 0.1 5.2 2.4 -0.623
O 7.220 -4.216 -1.751 0.6 -1.6 -0.8 -0.356
H 8.278 -1.853 -0.171 0.3 -0.2 0.1 0.282
H 8.629 -1.231 -1.749 -0.1 -0.2 -0.3 0.355
H 9.224 -2.864 -1.313 0.0 0.1 0.0 0.358
H 6.285 -2.724 -0.954 0.3 0.5 0.7 0.161
H 7.195 -1.948 -3.637 0.3 -0.3 -0.2 0.288
H 5.716 -1.647 -2.838 -0.3 -0.4 0.2 0.319
C 0.622 0.469 -0.292 1.0 -0.6 0.6 -1.482
C -0.511 0.043 0.637 0.2 0.8 -1.3 0.589
C -1.657 -0.585 -0.150 -1.0 1.2 0.4 -0.370
O -1.847 -1.874 0.405 0.7 -0.6 0.5 -0.340
C -0.942 -2.064 1.418 -0.9 -1.5 1.3 0.726
O -0.908 -3.027 2.170 0.0 2.1 -2.0 -0.600
O -0.173 -0.972 1.528 1.3 -1.2 1.0 -0.385
H 1.563 0.490 0.258 0.0 0.4 0.3 0.366
H 0.486 1.447 -0.755 -0.3 -0.1 0.0 0.359
H 0.833 -0.290 -1.044 -0.4 0.0 -0.3 0.336
H -0.812 0.878 1.269 -0.2 0.1 -0.3 0.262
H -1.510 -0.609 -1.229 0.1 -0.3 0.1 0.286
H -2.523 0.032 0.091 -0.4 -0.3 -0.4 0.254
```
Positions in Å, forces in eV/Å.